No. 1
Entry from OMol25: a structure of composition C22H22N3NaO3 at a distorted geometry (wB97M-V/def2-TZVPD).

```
51
Properties=species:S:1:pos:R:3:forces:R:3
C -4.84365 -1.61331 1.50875 -0.38 -0.02 0.11
C -3.38288 -1.39864 1.24595 -0.25 -0.02 -0.03
O -3.06289 0.00757 1.35222 1.37 -0.17 -0.31
C -1.74380 0.22775 1.02448 -0.25 -3.20 -1.17
C -1.33960 1.59844 1.14779 2.21 1.41 0.65
C -0.01116 2.01509 1.19586 -3.37 0.24 0.67
C 0.33334 3.46727 1.29267 0.09 0.28 0.11
N 0.93581 1.05633 1.13810 4.35 -0.69 0.21
N 2.05310 1.23720 1.74572 -3.01 0.57 -1.50
C 3.10187 0.38666 1.22736 0.31 -1.30 -0.69
N 4.03824 0.27155 2.23239 -1.43 0.47 -0.59
C 5.17083 -0.52922 2.20743 1.18 -0.77 0.00
C 5.93185 -0.73297 3.37480 -0.22 0.09 -0.39
C 7.08948 -1.50561 3.32684 -0.18 0.03 -0.38
C 7.49636 -2.08970 2.12163 -0.07 0.06 -0.03
C 6.73522 -1.90967 0.96708 -0.16 0.22 0.57
C 5.57678 -1.14078 1.01241 0.06 0.02 0.03
O 3.12849 -0.08067 0.09577 -0.16 0.87 1.69
O -1.06599 -0.72821 0.59186 -1.02 1.90 0.82
H -5.03864 -2.68113 1.38840 -0.08 0.02 0.04
H -5.12580 -1.33579 2.52718 0.04 0.05 -0.12
H -5.47785 -1.07789 0.79641 0.16 0.01 0.10
H -2.76494 -1.95888 1.95639 -0.02 0.14 -0.15
H -3.14446 -1.77310 0.23955 -0.05 0.26 0.26
H -2.10932 2.33986 1.31625 -0.05 -0.10 -0.18
H -0.56767 4.03383 1.54032 0.17 -0.05 -0.05
H 1.08993 3.63004 2.06779 -0.10 -0.05 -0.16
H 0.72481 3.86282 0.34455 -0.02 -0.27 0.20
H 3.72435 0.75931 3.06486 0.53 -0.26 0.01
H 5.59883 -0.28018 4.30595 0.12 -0.05 -0.08
H 7.67961 -1.64853 4.22839 -0.12 0.02 -0.15
H 8.40407 -2.68271 2.07710 -0.09 0.06 0.09
H 7.02020 -2.35325 0.01845 0.07 -0.01 0.18
H 4.97391 -1.00538 0.12672 0.17 -0.02 0.07
C -1.36402 -0.07000 -4.29408 0.06 -0.76 0.05
Na -1.62803 -1.58925 -1.74629 0.19 0.85 -0.23
C -0.62278 0.53071 -3.25646 -0.51 0.21 0.39
C -1.52326 1.04042 -2.26774 0.16 0.24 -0.15
C -2.84776 0.72737 -2.69428 0.61 0.18 -0.34
C -2.74205 -0.03947 -3.92499 0.54 -0.04 0.84
C -3.88024 -0.71118 -4.39177 -0.80 0.27 -0.24
C -5.12670 -0.35938 -3.87299 0.31 -0.38 -0.41
C -5.24066 0.59154 -2.83663 0.20 0.48 0.52
C -4.11029 1.12683 -2.22165 -0.53 -0.30 -0.20
H -0.99753 -0.46285 -5.25081 0.02 -0.02 0.65
H 0.46424 0.55878 -3.17883 -0.27 0.27 -0.21
H -1.30815 1.76453 -1.46726 0.12 -0.59 -0.46
H -3.76810 -1.47261 -5.16878 -0.25 0.35 0.03
H -6.03696 -0.78579 -4.30358 0.32 0.01 0.22
H -6.23403 0.90752 -2.51191 0.25 -0.10 -0.07
H -4.16210 1.87472 -1.41935 -0.20 -0.42 -0.22
```
Forces are in eV/Å.

Calculated values
LUMO energy: -1.8549 eV

No. 2
Entry from OMol25: a cluster of 5 separate species, C25H47Br8N6O3S2 in total at a distorted geometry (wB97M-V/def2-TZVPD).

```
91
Properties=species:S:1:pos:R:3:forces:R:3
C 7.14894 -2.76005 1.08529 -0.03 0.02 -0.26
C 7.36864 -1.44908 1.85910 -0.66 -1.01 -0.75
O 8.11288 -1.45364 2.78575 0.69 0.21 0.96
N 6.68138 -0.21326 1.46692 0.39 -0.19 -0.26
C 7.77784 0.77685 1.27206 -0.21 0.21 0.35
C 5.79965 0.17612 2.58348 -0.20 -0.09 0.10
C 5.06010 1.51436 2.35354 0.06 -0.02 -0.57
C 4.05014 1.45810 1.14939 -0.43 -0.22 0.95
C 2.62925 2.05530 1.50815 1.10 -0.31 0.26
N 1.61204 0.98641 1.44443 -1.28 1.18 -1.06
C 0.43843 0.92061 0.74250 -0.04 -0.93 0.44
N -0.03381 1.86597 -0.05305 0.20 -0.28 0.11
C -1.32094 1.75226 -0.74750 -1.02 1.62 -0.92
C -1.14683 1.78604 -2.30212 -0.14 -0.54 1.33
C -0.52126 0.47494 -2.85000 0.15 0.67 -0.90
S -1.34089 -1.04831 -2.26102 -0.79 0.01 0.26
C -2.00945 -1.91499 -3.70423 0.93 0.25 -1.63
S -1.07004 -1.98663 -5.05125 -0.47 0.00 0.59
N -3.28989 -2.54171 -3.74510 0.39 0.57 1.28
C -4.40488 -1.62395 -3.43582 -0.26 0.21 0.15
C -4.63499 -1.34598 -1.92275 -0.84 0.76 -0.56
O -4.64014 -2.49643 -1.09082 0.60 0.13 -0.67
C -3.57770 -3.40074 -1.36559 0.14 -1.40 -0.16
C -3.37908 -3.73523 -2.88416 -0.04 -0.40 0.63
N -0.18614 -0.26244 0.97406 0.06 -0.46 0.15
C 0.57840 -0.96007 1.83224 -1.17 2.56 -2.06
N 1.61775 -0.18449 2.10575 0.93 -2.99 2.17
O 2.56244 -0.61774 2.99382 0.28 1.18 0.12
H 7.30277 -2.63686 -0.00330 -0.30 0.13 0.51
H 7.88101 -3.50846 1.43852 -0.34 0.53 -0.02
H 6.14008 -3.18631 1.26425 0.42 0.48 -0.19
H 8.17526 1.06142 2.26845 0.08 0.00 -0.55
H 7.39183 1.67966 0.76250 0.26 -0.55 0.13
H 8.58944 0.31459 0.67925 -0.49 0.38 0.22
H 6.37843 0.20606 3.53263 -0.24 0.20 -0.38
H 5.04608 -0.63125 2.69205 0.33 0.40 -0.01
H 4.53237 1.75627 3.29858 0.27 -0.01 -0.50
H 5.78441 2.32181 2.13933 -0.30 -0.34 0.45
H 4.42356 1.97380 0.25093 -0.01 -0.40 0.39
H 3.89764 0.38100 0.93628 0.16 0.66 -0.33
H 2.60549 2.51613 2.51602 0.03 -0.34 -0.46
H 2.36376 2.86422 0.80241 -0.22 -0.72 0.27
H 0.52894 2.70086 -0.16727 -0.44 -0.11 -0.10
H -1.90871 2.66913 -0.47164 0.51 -0.84 -0.10
H -1.93340 0.89434 -0.43279 0.76 0.16 0.15
H -2.16122 1.96887 -2.71157 0.65 -0.12 0.00
H -0.48856 2.65711 -2.51012 -0.40 -0.55 -0.33
H -0.62289 0.50409 -3.95519 0.35 -0.23 0.60
H 0.55232 0.44312 -2.57854 -0.54 -0.16 -0.28
H -5.30707 -2.06342 -3.91283 0.47 0.15 0.42
H -4.21923 -0.65558 -3.94083 -0.09 -0.47 0.21
H -5.65174 -0.90270 -1.83892 0.54 -0.31 0.04
H -3.93828 -0.54891 -1.58802 -0.10 -0.70 0.08
H -3.85146 -4.35824 -0.84856 0.23 1.07 -0.44
H -2.59165 -3.10590 -0.94015 -0.59 0.34 -0.10
H -2.44517 -4.32011 -2.98486 -0.43 0.29 -0.01
H -4.19401 -4.39192 -3.25532 0.30 0.59 0.17
H 0.33833 -1.95855 2.19892 0.50 0.46 0.11
H 2.31818 -0.19955 3.84373 0.24 -0.23 -0.14
Br 0.05676 2.19820 -6.92831 0.06 0.02 0.03
C 1.52042 0.96268 -7.28372 -0.25 0.00 -0.06
C 1.91440 0.21436 -6.03955 0.24 -0.05 0.01
Br 2.96711 1.33409 -4.83984 -0.09 0.00 0.10
H 2.33291 1.54631 -7.70802 -0.01 -0.03 0.07
H 1.13827 0.27609 -8.03744 0.02 -0.03 0.07
H 2.56201 -0.62615 -6.28412 -0.03 0.04 -0.04
H 1.06130 -0.14510 -5.47027 0.03 0.01 -0.07
Br -4.24056 2.55419 1.61580 0.05 -0.05 0.12
C -4.39313 4.46242 1.96347 -0.20 -0.12 -0.02
C -3.76526 5.27007 0.85969 0.08 0.21 0.09
Br -1.81992 5.26263 0.99383 0.03 -0.04 -0.06
H -3.94376 4.64431 2.93804 0.07 0.04 -0.12
H -5.46343 4.65677 2.01937 0.04 0.04 -0.08
H -4.05096 6.31746 0.94153 0.01 -0.04 0.04
H -4.01555 4.90716 -0.13356 -0.02 -0.04 0.08
Br -2.75864 4.46092 5.54702 0.01 -0.05 0.04
C -4.44951 3.54368 5.86504 0.05 0.01 -0.30
C -5.54431 4.51563 6.21936 -0.14 -0.04 0.32
Br -5.37818 5.13361 8.05638 0.03 0.05 -0.11
H -4.26673 2.80443 6.63985 -0.05 0.09 0.01
H -4.67724 3.03402 4.92857 -0.03 0.02 0.03
H -6.51734 4.02926 6.16877 0.07 -0.04 -0.04
H -5.55091 5.40014 5.58742 0.06 -0.07 -0.01
Br -2.58478 -5.60633 1.74307 -0.06 -0.04 -0.01
C -2.22369 -7.31950 0.88790 0.21 0.13 0.16
C -1.93798 -7.15055 -0.58103 -0.16 -0.19 -0.19
Br -3.57134 -6.83809 -1.59573 0.08 -0.38 0.03
H -3.07990 -7.95847 1.08544 0.02 0.05 -0.08
H -1.35112 -7.71680 1.40392 -0.01 0.00 -0.07
H -1.51724 -8.06485 -0.99652 -0.01 0.01 0.07
H -1.27006 -6.31951 -0.79336 -0.03 -0.03 0.09
```
Forces are in eV/Å.

Calculated values
Total charge: +1
LUMO energy: -2.7641 eV

No. 3
Entry from OMol25: a cluster of 6 separate species, C45H58N6O2 in total at a distorted geometry (wB97M-V/def2-TZVPD).

```
111
Properties=species:S:1:pos:R:3:forces:R:3
C 6.11279 -0.13231 -1.16304 -0.07 0.26 0.37
C 5.67310 0.80087 -0.03238 0.44 0.86 -0.60
C 5.92343 2.29396 -0.34504 -0.21 -0.46 0.46
C 5.01183 3.15714 0.54693 -0.05 -0.07 -0.86
C 3.74761 3.65900 -0.19605 0.19 -0.50 0.41
C 2.46233 2.88267 0.14387 0.04 0.81 0.36
C 1.33882 3.80547 0.61375 -0.38 0.07 -0.68
C 0.93203 4.91281 -0.37507 0.00 -0.46 -0.14
C 0.05786 4.39731 -1.54639 -0.17 0.48 0.60
C -1.40622 4.86631 -1.42200 0.35 -0.60 -0.04
C -2.21064 3.90122 -0.56495 0.05 0.35 0.59
C -3.70442 4.20536 -0.49028 0.36 -0.21 -0.76
C -4.56122 3.01142 -0.07608 -0.38 0.76 0.50
C -3.99822 2.19685 1.07933 -0.06 -0.72 0.16
C -4.47984 0.77703 1.09072 -0.30 -0.21 0.49
C -4.95396 0.15329 2.18132 0.03 0.00 -0.50
C -5.36227 -1.27729 2.14345 0.05 -0.82 0.93
O -5.38082 -1.96916 3.16534 -0.18 1.00 -1.27
C -5.69251 -1.82612 0.81522 0.13 0.39 -0.67
C -5.21536 -1.23180 -0.29637 -0.40 -0.38 0.23
N -5.41336 -1.70243 -1.60600 0.13 0.69 0.40
C -4.36650 -0.01131 -0.16772 1.08 0.14 -0.38
O -3.58559 0.30782 -1.05881 -0.81 -0.30 0.59
H 6.72543 0.38891 -1.89300 0.11 0.11 -0.12
H 5.22137 -0.49913 -1.65339 0.02 -0.32 -0.29
H 6.69611 -0.96141 -0.78236 -0.03 -0.32 -0.03
H 4.60365 0.71914 0.12532 -0.18 -0.38 0.23
H 6.19851 0.59678 0.89473 -0.14 -0.28 0.26
H 6.97388 2.53059 -0.19333 0.19 0.02 0.02
H 5.71738 2.45733 -1.39880 -0.09 0.22 -0.19
H 4.70037 2.51756 1.36787 -0.03 0.12 0.38
H 5.54341 4.00339 0.96974 0.17 0.12 0.03
H 3.89354 3.59352 -1.26883 0.25 0.18 -0.23
H 3.64393 4.71206 0.04393 -0.28 0.20 0.00
H 2.12307 2.26660 -0.68264 -0.05 -0.05 -0.26
H 2.64489 2.19540 0.95704 0.15 -0.28 0.13
H 0.45141 3.19221 0.74886 -0.17 -0.15 0.34
H 1.57594 4.25165 1.57810 0.22 0.00 0.13
H 0.39201 5.66782 0.19206 -0.16 0.19 -0.04
H 1.79820 5.41037 -0.80068 0.26 0.10 0.14
H 0.47992 4.72093 -2.49218 0.03 0.02 -0.18
H 0.07559 3.31062 -1.51882 0.05 -0.24 -0.26
H -1.39298 5.84935 -0.95973 -0.25 0.30 -0.13
H -1.88147 4.93065 -2.39863 -0.01 0.14 -0.20
H -2.01773 2.88233 -0.89457 -0.19 -0.20 -0.25
H -1.81532 3.94981 0.45061 0.18 -0.09 0.16
H -3.86872 5.08375 0.12791 -0.07 0.03 0.29
H -4.02247 4.49383 -1.49229 -0.16 0.13 -0.11
H -4.79550 2.40500 -0.93974 0.28 -0.24 -0.19
H -5.52043 3.40289 0.26141 -0.24 -0.01 -0.05
H -2.91190 2.15362 1.08373 0.18 0.13 -0.17
H -4.30416 2.61423 2.03278 0.11 0.30 0.17
H -5.04960 0.64545 3.13705 0.16 0.07 0.16
H -6.29626 -2.71330 0.72235 0.07 -0.30 0.25
H -6.38518 -1.64544 -1.87878 -0.12 -0.30 0.03
H -4.87452 -1.11192 -2.23234 0.05 -0.07 -0.11
C -0.16397 -0.89725 3.83982 0.02 0.00 0.02
C -0.89805 -0.76963 2.67157 0.01 0.03 -0.01
C -0.36299 -0.01645 1.63794 0.00 0.04 -0.12
N 0.81987 0.59461 1.70298 -0.14 -0.17 0.12
C 1.50938 0.46047 2.83386 0.06 0.07 -0.09
C 1.06813 -0.27050 3.92749 -0.02 -0.02 0.04
H -0.55052 -1.47851 4.66734 -0.03 0.00 -0.01
H -1.86273 -1.24467 2.56323 -0.05 -0.02 -0.02
H -0.90330 0.10449 0.70250 -0.03 -0.02 0.03
H 2.46854 0.96801 2.86244 0.01 -0.03 0.05
H 1.67821 -0.34254 4.81930 0.04 0.02 -0.02
C 1.69951 -2.73961 9.50001 -0.01 -0.02 0.04
C 0.93919 -2.63477 8.34701 0.03 0.00 0.03
C 1.44476 -1.88699 7.29521 0.02 0.03 -0.05
N 2.61740 -1.25971 7.32755 -0.04 -0.01 0.01
C 3.33484 -1.36916 8.44319 0.06 0.05 -0.05
C 2.92448 -2.09445 9.55162 -0.03 -0.01 -0.02
H 1.34324 -3.31468 10.34486 0.00 0.00 0.00
H -0.02297 -3.12080 8.26288 0.00 0.00 -0.02
H 0.88611 -1.78127 6.37319 -0.07 -0.06 0.02
H 4.28512 -0.84712 8.44311 0.01 -0.02 0.04
H 3.55011 -2.15051 10.43153 0.02 0.01 0.00
C -5.33761 -2.54604 -6.59552 -0.08 0.07 -0.02
C -4.27501 -3.30802 -7.04678 0.01 0.00 -0.02
C -3.48351 -3.95217 -6.10921 0.07 -0.09 0.10
N -3.68628 -3.88356 -4.79474 -0.03 0.06 -0.07
C -4.71244 -3.14417 -4.37237 0.03 -0.01 0.16
C -5.56188 -2.45929 -5.23117 0.04 -0.03 0.03
H -5.97895 -2.02541 -7.29506 0.00 0.00 0.00
H -4.06012 -3.40063 -8.10224 0.02 -0.01 0.00
H -2.64005 -4.55779 -6.42266 -0.01 0.01 -0.05
H -4.84920 -3.08383 -3.29181 0.03 -0.15 -0.33
H -6.38043 -1.87003 -4.83859 -0.01 -0.01 0.01
C 2.82662 -4.82556 -1.09936 -0.06 -0.04 -0.02
C 2.06965 -3.72444 -0.73553 0.02 -0.05 -0.03
C 2.72696 -2.60670 -0.24569 -0.02 0.17 0.07
N 4.04770 -2.53085 -0.10223 -0.02 -0.09 0.01
C 4.75979 -3.59805 -0.45595 0.07 0.09 0.04
C 4.20252 -4.76372 -0.95799 0.01 0.00 0.00
H 2.35158 -5.71735 -1.48784 0.00 0.00 0.00
H 0.99327 -3.72883 -0.82956 -0.04 0.03 -0.01
H 2.17199 -1.72111 0.04844 -0.05 -0.02 -0.01
H 5.83347 -3.50791 -0.32907 0.01 -0.04 -0.03
H 4.83222 -5.59927 -1.23127 0.02 0.00 0.01
C -0.77593 -2.09179 -4.07107 -0.11 0.03 0.10
C -0.34395 -0.82851 -3.69985 0.03 -0.01 -0.01
C 0.89977 -0.40161 -4.14249 0.07 0.04 -0.01
N 1.70575 -1.13862 -4.90381 -0.06 -0.02 0.01
C 1.27559 -2.35034 -5.24911 0.07 0.01 -0.02
C 0.04969 -2.87199 -4.86273 0.04 0.03 -0.01
H -1.73985 -2.46464 -3.74955 0.00 -0.04 -0.02
H -0.95673 -0.18694 -3.08030 0.00 0.01 0.01
H 1.27531 0.58069 -3.87657 -0.04 0.01 0.04
H 1.95387 -2.92916 -5.86676 -0.03 -0.04 -0.01
H -0.24933 -3.86398 -5.17336 0.01 -0.01 0.01
```
Forces are in eV/Å.

Calculated values
Structure (SMILES): CCCCCCCCCCCCCCC1=CC(=O)C=C(N)C1=O.c1ccncc1.c1ccncc1.c1ccncc1.c1ccncc1.c1ccncc1
LUMO energy: -1.4619 eV

No. 4
Entry from OMol25: a cluster of 3 separate species, C2H4O2S2 in total at a distorted geometry (wB97M-V/def2-TZVPD).

```
10
Properties=species:S:1:pos:R:3:forces:R:3
O 0.53535 -0.59512 -4.04833 0.71 -0.11 -3.02
C 0.51607 -0.61438 -2.92257 -1.01 0.20 2.44
S 0.23060 -0.57297 -1.39412 -0.06 -0.10 0.67
C 0.61315 3.68958 2.02254 2.73 -3.07 2.35
S 1.69825 2.51598 2.29017 -0.32 0.40 -0.36
H 0.36436 3.97038 1.10105 -1.11 1.30 -3.62
H 0.19551 4.08799 2.87076 -1.30 1.35 1.62
O 3.24328 -0.62697 -1.74303 -0.77 -1.22 -1.92
H 3.66726 0.18108 -1.58641 0.98 1.60 0.71
H 3.23801 -1.16278 -0.97269 0.14 -0.37 1.13
```
Forces are in eV/Å.

Calculated values
Structure (SMILES): O=C=S.C=S.O
LUMO energy: -0.5785 eV
ΔE to the lowest compared entry with this formula, charge and spin: 128.8 kJ/mol

No. 5
Entry from OMol25: a structure of composition C4H5O2Tl at a distorted geometry (wB97M-V/def2-TZVPD).

```
12
Properties=species:S:1:pos:R:3:forces:R:3
O 0.03087 2.14668 1.68924 1.14 0.24 -0.28
C 0.64304 1.44189 0.66819 0.73 -0.85 -0.57
H -0.89188 0.62971 1.54123 0.49 -2.93 -2.64
H 1.74660 1.27813 0.62781 -0.39 1.19 0.46
H 0.27504 1.85782 -0.30052 0.20 -0.37 0.41
C 0.06809 0.02856 0.90285 -1.72 2.42 3.66
C 0.31154 -0.92549 -0.20352 -1.83 -0.42 -0.73
C -0.64196 -1.63116 -0.76504 1.36 1.36 -0.65
O -1.41338 -2.06056 -1.55034 -0.36 -1.03 1.27
Tl -1.84407 -1.36305 -3.76028 -0.29 0.28 -1.00
H 0.43029 -0.40036 1.84832 0.79 0.25 -0.43
H 1.28583 -1.00218 -0.69794 -0.13 -0.15 0.49
```
Forces are in eV/Å.

Calculated values
Total charge: +1
LUMO energy (alpha / beta): -4.9379 / -4.9676 eV
Multiplicity: 2
ΔE to the lowest compared entry with this formula, charge and spin: 239.0 kJ/mol